[1]
Molecular formula: H11NO8P4Si2
Method: DFT, ωB97M-V with the def2-TZVPD basis set

Each line ends with the Mulliken charge.
Element x y z (Å)
N (1.743, 3.163, 0.448)  -0.58
P (2.819, 1.960, -0.141)  0.22
O (2.406, 1.958, -1.742)  -0.48
Si (1.735, 0.015, 0.482)  0.36
O (0.702, -0.582, -0.677)  0.07
Si (-0.816, -0.023, -1.006)  0.31
P (-2.251, -1.365, 0.102)  -0.25
P (-3.881, 0.077, 0.017)  0.91
O (-3.626, 1.336, -0.694)  -0.61
O (-4.187, 0.279, 1.580)  -0.47
O (-5.160, -0.690, -0.561)  -0.48
P (3.276, -1.610, 0.758)  0.78
O (4.465, -1.205, 1.515)  -0.63
O (3.663, -2.117, -0.723)  -0.49
O (2.413, -2.833, 1.360)  -0.50
H (1.972, 3.460, 1.389)  0.28
H (0.749, 2.966, 0.405)  0.26
H (1.604, 2.451, -1.945)  0.32
H (1.014, 0.217, 1.766)  -0.12
H (-1.023, -0.034, -2.462)  -0.11
H (-0.959, 1.341, -0.453)  -0.16
H (-2.709, -2.139, -0.987)  0.06
H (-4.520, 1.170, 1.747)  0.33
H (-5.223, -1.620, -0.322)  0.33
H (2.916, -2.497, -1.200)  0.33
H (2.880, -3.679, 1.345)  0.32

Its energy above the lowest of the compared OMol25 structures with the same formula, charge and spin is 0.0 kJ/mol. The calculation puts the total energy at -2607.973885 a.u. The value obtained for the LUMO energy is 0.1 eV. Its HOMO energy is -8.5469 eV.

---

[2]
Molecular formula: C29H29BCaN3O2
Method: DFT, ωB97M-V with the def2-TZVPD basis set

Each line ends with the Mulliken charge.
Element x y z (Å)
Ca (0.033, 0.105, -0.670)  1.37
C (-3.222, 3.326, -0.034)  -0.89
C (-2.234, 2.446, -0.488)  -0.42
N (-1.665, 1.547, 0.276)  0.61
C (-1.997, 1.426, 1.582)  0.22
C (-3.009, 2.273, 2.123)  1.07
C (-3.606, 3.227, 1.272)  -0.63
C (-3.402, 2.162, 3.471)  -0.95
C (-2.786, 1.208, 4.230)  -1.09
C (-1.786, 0.372, 3.715)  -1.01
C (-1.315, 0.421, 2.391)  -0.07
N (-0.360, -0.325, 1.767)  1.07
C (0.500, -1.186, 2.389)  0.35
C (0.631, -1.502, 3.752)  -1.31
C (1.609, -2.359, 4.276)  -1.20
C (2.533, -2.974, 3.482)  -1.00
C (2.470, -2.725, 2.096)  1.28
C (3.405, -3.313, 1.218)  -0.73
C (3.344, -3.060, -0.123)  -1.00
C (2.327, -2.213, -0.574)  -0.45
N (1.443, -1.652, 0.213)  0.27
C (1.475, -1.864, 1.547)  0.53
H (-3.664, 4.051, -0.705)  0.39
H (-1.907, 2.473, -1.523)  0.40
H (-4.372, 3.873, 1.687)  0.38
H (-4.174, 2.811, 3.865)  0.35
H (-3.070, 1.076, 5.269)  0.35
H (-1.426, -0.346, 4.420)  0.43
H (-0.010, -1.080, 4.496)  0.00
H (1.619, -2.519, 5.348)  0.37
H (3.299, -3.628, 3.880)  0.36
H (4.166, -3.961, 1.638)  0.38
H (4.049, -3.491, -0.820)  0.41
H (2.229, -1.988, -1.633)  0.45
C (-2.507, -0.812, -1.631)  -0.40
C (-2.016, -1.981, -1.026)  -0.42
C (-0.905, -2.423, -1.765)  -0.41
C (-0.691, -1.513, -2.817)  -0.80
C (-1.683, -0.513, -2.735)  -0.97
H (-3.353, -0.230, -1.294)  0.43
H (-2.415, -2.452, -0.139)  0.38
H (-0.305, -3.295, -1.547)  0.45
H (0.070, -1.585, -3.583)  0.42
H (-1.810, 0.309, -3.427)  0.44
C (2.541, 3.635, 2.151)  -1.87
C (3.477, 3.068, 1.079)  1.79
C (4.694, 3.971, 0.952)  -1.92
O (2.749, 3.054, -0.158)  -0.48
B (2.130, 1.793, -0.324)  -0.77
O (2.715, 0.929, 0.622)  0.65
C (3.799, 1.564, 1.307)  1.62
C (3.807, 1.110, 2.758)  -1.76
C (5.093, 1.126, 0.617)  -2.19
H (2.204, 4.618, 1.818)  0.54
H (3.049, 3.744, 3.112)  0.27
H (1.667, 2.995, 2.274)  0.22
H (4.364, 5.002, 0.809)  0.48
H (5.318, 3.694, 0.104)  0.34
H (5.291, 3.919, 1.866)  0.32
H (2.838, 1.276, 3.224)  0.36
H (4.578, 1.644, 3.321)  0.36
H (4.020, 0.040, 2.800)  0.40
H (5.087, 1.455, -0.422)  0.43
H (5.140, 0.035, 0.635)  0.46
H (5.975, 1.525, 1.123)  0.34

Its net charge is -1. Its energy above the lowest of the compared OMol25 structures with the same formula, charge and spin is 13.2 kJ/mol. The calculation puts the total energy at -2139.901516 a.u. The value obtained for the LUMO energy is 2.7 eV. Its HOMO energy is -3.5052 eV.

---

[3]
Molecular formula: C5H6N2
Method: DFT, ωB97M-V with the def2-TZVPD basis set

Each line ends with the Mulliken charge.
Element x y z (Å)
C (-0.006, 1.311, 0.601)  -0.42
C (0.580, 1.335, -0.845)  -0.44
C (0.135, -0.106, -0.845)  0.32
N (0.505, -1.320, -1.130)  -0.66
C (-0.120, -2.057, -0.128)  -0.24
C (-0.781, -1.265, 0.774)  -0.35
N (-0.658, 0.016, 0.260)  0.04
H (-0.691, 2.102, 0.916)  0.27
H (0.774, 1.151, 1.351)  0.23
H (0.045, 1.992, -1.536)  0.22
H (1.656, 1.486, -0.923)  0.25
H (-0.034, -3.136, -0.116)  0.41
H (-1.405, -1.510, 1.622)  0.37

Its energy above the lowest of the compared OMol25 structures with the same formula, charge and spin is 141.1 kJ/mol. The calculation puts the total energy at -303.582318 a.u. The value obtained for the LUMO energy is 1.0 eV. Its HOMO energy is -8.7445 eV.

---

[4]
Molecular formula: C3H10N3
Method: DFT, ωB97M-V with the def2-TZVPD basis set

Each line ends with the Mulliken charge.
Element x y z (Å)
C (-2.011, 0.454, 0.064)  -0.86
N (-1.048, -0.737, 0.052)  -0.29
C (0.299, -0.571, -0.471)  -0.53
N (1.237, -1.472, 0.151)  -0.64
C (1.323, 0.005, 0.442)  0.19
N (2.491, 0.682, -0.141)  -0.51
H (-1.712, 1.179, 0.862)  0.33
H (-1.766, 1.089, -0.698)  0.39
H (-2.994, 0.173, 0.225)  0.38
H (-1.602, -1.480, -0.413)  0.42
H (-1.156, -1.253, 0.995)  0.48
H (0.458, -0.437, -1.457)  0.61
H (1.824, -1.961, -0.488)  0.28
H (0.909, 0.350, 1.357)  0.33
H (3.272, 0.908, 0.457)  0.24
H (2.188, 1.350, -0.804)  0.20

Its net charge is +1. Its energy above the lowest of the compared OMol25 structures with the same formula, charge and spin is 360.2 kJ/mol. Its structure (SMILES) is C[NH2+][C@@H]1N[C@H]1N. The calculation puts the total energy at -284.238788 a.u. The value obtained for the LUMO energy is -3.4 eV. Its HOMO energy is -13.5398 eV.

---

[5]
Molecular formula: C2H9N4O
Method: DFT, ωB97M-V with the def2-TZVPD basis set

Each line ends with the Mulliken charge.
Element x y z (Å)
C (-1.624, -0.863, 1.466)  -0.25
C (0.121, 0.605, -0.211)  0.44
N (-1.109, -1.045, 0.357)  -0.53
N (-0.399, 1.847, -0.025)  -0.45
N (1.884, -0.865, -0.057)  -0.48
N (0.090, 0.030, -1.596)  -0.25
O (1.330, 0.387, 0.375)  -0.26
H (-2.300, -1.609, 1.875)  0.30
H (-1.469, 0.007, 2.109)  0.23
H (0.056, 2.384, 0.702)  0.27
H (-1.404, 1.937, -0.053)  0.29
H (2.893, -0.757, 0.026)  0.26
H (1.577, -1.580, 0.606)  0.28
H (0.869, -0.690, -1.477)  0.44
H (-0.796, -0.478, -1.736)  0.40
H (0.282, 0.690, -2.361)  0.33

Its net charge is +1. Its energy above the lowest of the compared OMol25 structures with the same formula, charge and spin is 549.6 kJ/mol. The calculation puts the total energy at -375.488178 a.u. The value obtained for the LUMO energy is -3.3 eV. Its HOMO energy is -12.5435 eV.